Entry from the Open Molecules 2025 dataset: the molecule C5H10O (wB97M-V/def2-TZVPD).

ORCA input file:
```
! RIJCOSX wB97M-V def2-TZVPD def2/J DEFGRID3
* xyz 0 1
C 1.36647 0.63995 1.43719
C 0.19167 0.64940 0.50895
C -0.36688 -0.43129 -0.04492
C -0.21408 -1.84067 0.46955
O -1.15120 -0.35148 -1.16175
C -1.06597 0.85799 -1.89923
H 1.92387 -0.29941 1.36467
H 1.11082 0.82055 2.48638
H 2.05076 1.43824 1.12377
H -0.16238 1.62390 0.19254
H 0.64124 -2.36917 0.03271
H -0.08466 -1.82819 1.55640
H -1.11261 -2.42535 0.24713
H -1.82974 1.57699 -1.57771
H -1.21308 0.60310 -2.94901
H -0.08424 1.33546 -1.78667
*
```

The HOMO-LUMO gap is 9.302 eV. Its HOMO energy is -0.30295 Ha. As for the structure (SMILES): C/C=C(\C)OC. For the electronic energy, the calculation gives -7393.541 eV. The calculation puts the lowest unoccupied orbital energy at 1.06 eV. The value obtained for the strongest force on any atom is 0.00689 Eh/bohr.



Entry from the Open Molecules 2025 dataset: a cluster of 2 separate species, C3H3ClF2S in total (wB97M-V/def2-TZVPD).

ORCA input file:
```
! RIJCOSX wB97M-V def2-TZVPD def2/J DEFGRID3
* xyz 0 1
C -1.82133 -0.48179 0.03538
C 1.33655 -0.15764 0.22406
C 0.24018 0.64988 -0.38085
F 0.03712 0.73718 -1.70364
F -0.01042 1.88884 0.16075
S -1.86378 -2.04908 -0.30501
Cl -2.77726 0.46282 0.92133
H 2.40185 0.28862 0.31148
H 1.09450 -0.40804 1.22254
H 1.36261 -0.93079 -0.48604
*
```

The HOMO-LUMO gap (alpha / beta) is 7.563 / 7.567 eV. Its HOMO energy (alpha / beta) is -0.29525 / -0.29543 Ha. For the electronic energy, the calculation gives -31948.722 eV. The calculation puts the lowest unoccupied orbital energy (alpha / beta) at -0.47 / -0.47 eV. The value obtained for the strongest force on any atom is 0.09284 Eh/bohr.